Entry 1:
A structure of composition C20H27GdN3S2 in a non-equilibrium geometry. Source: the Open Molecules 2025 dataset; level of theory: the ωB97M-V functional and the def2-TZVPD basis.

Output
- E_HOMO (alpha / beta): -17.41 / -17.40 eV
- Charge: +3
- Energy relative to the best compared isomer or geometry (same formula, charge and spin): 0.0 kcal/mol
- ⟨S²⟩: 16.05
- Multiplicity: 8
- Gap between HOMO and LUMO (alpha / beta): 7.66 / 4.21 eV

Positions of all 53 atoms, in Å:
Gd (0.35513, 0.45037, -0.07469)
S (3.11234, 0.79645, 0.48672)
S (-0.59369, 0.85483, 2.50170)
C (3.95068, 1.21896, 2.06129)
C (3.00344, 2.46591, -0.32132)
C (2.10893, 3.44530, 0.44111)
N (0.69159, 3.00891, 0.42930)
C (-0.00117, 3.44121, 1.71256)
C (-1.17956, 2.56461, 2.06738)
H (2.61671, 2.29051, -1.34295)
H (4.03589, 2.83264, -0.38191)
H (2.21229, 4.44606, -0.00882)
H (2.45840, 3.50429, 1.47792)
H (-0.31930, 4.48510, 1.59309)
H (0.74806, 3.40544, 2.51405)
H (-1.93232, 2.54161, 1.27080)
H (-1.65244, 2.91095, 2.98315)
C (0.12743, 1.20771, 4.15326)
H (0.25679, 3.54843, -0.32565)
H (1.13608, 1.63990, 4.14263)
H (0.17054, 0.25362, 4.69452)
H (-0.56163, 1.87226, 4.68905)
H (4.17820, 0.26107, 2.54143)
H (3.33331, 1.80774, 2.74262)
H (4.89417, 1.73587, 1.85824)
C (-1.33457, 1.12016, -2.96662)
C (-1.39520, -0.22062, -2.90723)
H (-0.51505, 1.64331, -3.46746)
H (-2.17545, 1.73078, -2.62868)
H (-0.54201, -0.86036, -3.14599)
H (-2.34408, -0.73269, -2.73257)
C (-4.00355, -0.88511, -0.25928)
C (-2.82910, -0.20803, 0.05471)
N (-1.61213, -0.81057, -0.04093)
C (-1.51986, -2.11754, -0.46017)
C (-2.71505, -2.86714, -0.71362)
C (-3.96309, -2.23506, -0.54286)
C (-2.57841, -4.14808, -1.33345)
C (-1.35085, -4.64385, -1.70826)
C (-0.14560, -3.90005, -1.54063)
C (1.09931, -4.34370, -2.02368)
C (2.17998, -3.48054, -2.00087)
C (2.06463, -2.24492, -1.36213)
N (0.89398, -1.81509, -0.81445)
C (-0.21494, -2.62962, -0.88188)
H (-4.92936, -0.32325, -0.28749)
H (-2.80686, 0.84071, 0.35163)
H (-4.88048, -2.79353, -0.70151)
H (-3.47692, -4.74983, -1.49112)
H (-1.28753, -5.63368, -2.16927)
H (1.18047, -5.35062, -2.43698)
H (3.12880, -3.75166, -2.45430)
H (2.92306, -1.57918, -1.24034)

---

Entry 2:
A structure of composition C20H27MnN7OSe in a non-equilibrium geometry. Source: the Open Molecules 2025 dataset; level of theory: the ωB97M-V functional and the def2-TZVPD basis.

Output
- E_HOMO (alpha / beta): -16.68 / -16.68 eV
- Charge: +3
- ⟨S²⟩: 6.16
- Multiplicity: 5
- Gap between HOMO and LUMO (alpha / beta): 4.37 / 6.40 eV

Positions of all 57 atoms, in Å:
Mn (0.85244, 0.09110, 0.05049)
C (0.13124, -0.89512, 2.88217)
N (1.13725, -0.08876, 2.16329)
C (1.06694, 1.31101, 2.64635)
C (2.49077, -0.64646, 2.43558)
C (3.48696, -0.11876, 1.41957)
N (2.97769, -0.33112, 0.04231)
C (3.12423, -1.74728, -0.35608)
C (3.76784, 0.50020, -0.88580)
H (0.36657, -0.93161, 3.94922)
H (0.11412, -1.91441, 2.49913)
H (-0.85857, -0.45552, 2.76545)
H (1.38996, 1.37098, 3.68979)
H (0.04098, 1.67144, 2.59811)
H (1.71485, 1.96359, 2.05381)
H (2.43791, -1.73559, 2.40047)
H (2.81366, -0.36678, 3.44291)
H (4.45247, -0.61886, 1.54938)
H (3.65408, 0.95003, 1.56954)
H (4.18091, -2.03239, -0.34486)
H (2.74945, -1.89444, -1.36960)
H (2.58964, -2.40910, 0.32519)
H (4.83703, 0.32053, -0.74078)
H (3.57863, 1.55973, -0.71210)
H (3.52721, 0.25035, -1.91677)
Se (-6.95481, -0.41829, -0.13303)
N (-5.67846, -1.61809, -0.12894)
C (-4.51426, -1.01501, -0.06827)
C (-3.23756, -1.68089, -0.07609)
C (-3.11691, -3.07426, -0.15588)
C (-1.85481, -3.62619, -0.20376)
C (-0.74604, -2.78304, -0.16828)
N (-0.83884, -1.46011, -0.06883)
C (-2.06803, -0.89833, -0.01913)
C (-2.14789, 0.54989, 0.07977)
N (-0.99051, 1.23828, 0.18413)
C (-1.02780, 2.57033, 0.21440)
C (-2.21035, 3.29606, 0.14831)
C (-3.40839, 2.61247, 0.08117)
C (-3.39146, 1.21386, 0.05085)
C (-4.59082, 0.42083, -0.02320)
N (-5.81026, 0.90580, -0.05163)
H (-4.01272, -3.67973, -0.18969)
H (-1.71543, -4.69399, -0.27431)
H (0.25107, -3.20435, -0.22935)
H (-0.08041, 3.09013, 0.31417)
H (-2.18369, 4.37473, 0.16306)
H (-4.35801, 3.12803, 0.05006)
C (0.66770, 0.35455, -4.16248)
C (0.91562, 1.15924, -2.93354)
N (1.15549, 2.45139, -3.06876)
O (0.92395, 0.61979, -1.79397)
H (0.16895, 0.94094, -4.93161)
H (0.07934, -0.53104, -3.93195)
H (1.62228, 0.02387, -4.57958)
H (1.13785, 2.89889, -3.97476)
H (1.39091, 3.03151, -2.27568)

---

Entry 3:
A structure of composition C20H27N2O3PPtS in a non-equilibrium geometry. Source: the Open Molecules 2025 dataset; level of theory: the ωB97M-V functional and the def2-TZVPD basis.

Output
- E_HOMO (alpha / beta): -11.33 / -15.06 eV
- Charge: +2
- Energy relative to the best compared isomer or geometry (same formula, charge and spin): 0.0 kcal/mol
- ⟨S²⟩: 6.05
- Multiplicity: 5
- Gap between HOMO and LUMO (alpha / beta): 6.22 / 5.84 eV

Positions of all 55 atoms, in Å:
C (1.70622, 4.03769, -0.61263)
C (1.46633, 3.19103, 0.46409)
C (0.80177, 1.96355, 0.29711)
C (0.53772, 1.51434, -1.01062)
C (0.69548, 2.40716, -2.07792)
C (1.31198, 3.64818, -1.89075)
C (0.41097, 1.20410, 1.52756)
C (-0.32773, 2.06085, 2.58861)
N (-1.72288, 2.27817, 2.32387)
Pt (-0.05526, -0.44663, -1.52782)
C (0.19131, 2.01138, -3.43395)
P (-0.97194, 0.58910, -3.17726)
H (1.77491, 3.47781, 1.47017)
H (1.46204, 4.30106, -2.75298)
H (2.18459, 5.00178, -0.44813)
H (0.98989, 1.66014, -4.10625)
H (-0.34074, 2.82284, -3.95141)
H (-0.20382, 0.33821, 1.26352)
H (1.31526, 0.81226, 2.02176)
H (-0.26710, 1.50645, 3.54118)
C (-1.26340, -0.15987, -4.78273)
C (-2.50283, 1.46074, -2.73064)
H (0.15035, 3.04422, 2.71186)
C (-2.18920, 3.46792, 1.67970)
C (-2.64783, 1.20015, 2.53849)
H (-0.10734, -3.04588, -1.48566)
H (-2.79892, 4.08282, 2.36625)
H (-1.33180, 4.06568, 1.34025)
H (-2.83173, 3.20536, 0.82295)
H (-3.07144, 1.22017, 3.55933)
H (-3.48200, 1.28651, 1.82603)
H (-2.13570, 0.23558, 2.40915)
H (-2.87196, 2.03682, -3.58816)
H (-3.25183, 0.72001, -2.43574)
H (-2.32688, 2.13996, -1.88948)
H (-1.34466, 0.61478, -5.55784)
H (-0.43982, -0.83861, -5.03040)
H (-2.20108, -0.72725, -4.73431)
H (-0.39278, -2.00116, -1.92890)
O (1.37212, -5.75577, -1.28922)
S (0.52695, -5.15223, -0.29512)
O (-0.80396, -5.64436, -0.05927)
N (0.40217, -3.42885, -0.64275)
C (0.91968, -2.58034, 0.23816)
O (0.88326, -1.30844, 0.07582)
C (1.52072, -3.31100, 1.35869)
C (2.15689, -2.78634, 2.49424)
C (2.72812, -3.67938, 3.40014)
C (2.64068, -5.06741, 3.18137)
C (1.94882, -5.57926, 2.07540)
C (1.39844, -4.68362, 1.17095)
H (2.17657, -1.70450, 2.62809)
H (3.25187, -3.30780, 4.28339)
H (3.11871, -5.75159, 3.88042)
H (1.84081, -6.64654, 1.90142)

---

Entry 4:
The molecule C20H27N3O3 in a non-equilibrium geometry. Source: the Open Molecules 2025 dataset; level of theory: the ωB97M-V functional and the def2-TZVPD basis.

Output
- E_HOMO: -8.30 eV
- Charge: 0
- Energy relative to the best compared isomer or geometry (same formula, charge and spin): 93.5 kcal/mol
- Gap between HOMO and LUMO: 9.09 eV

Positions of all 53 atoms, in Å:
C (-1.23233, 5.63136, 6.18623)
C (-0.82501, 4.18098, 5.94981)
N (0.08262, 4.07710, 4.82903)
C (1.44916, 4.52492, 5.08549)
C (2.35644, 3.32740, 4.79573)
C (1.56907, 2.58643, 3.72164)
C (0.12021, 2.77219, 4.18061)
C (-0.87233, 2.75062, 3.00818)
N (-0.85741, 1.49056, 2.31040)
C (-0.32064, 1.33463, 1.08413)
O (0.12267, 2.23535, 0.40071)
C (-0.35118, -0.07828, 0.62067)
C (-0.05336, -0.56165, -0.67829)
C (-0.23347, -1.90993, -0.56684)
C (-0.09820, -3.02347, -1.54769)
O (-0.20136, -2.47608, -2.83588)
C (-0.13977, -3.32725, -3.90965)
C (0.04365, -4.69910, -3.83531)
C (0.08253, -5.44034, -5.00616)
C (-0.05632, -4.85291, -6.25175)
C (-0.01208, -5.68624, -7.49613)
C (-0.23953, -3.46649, -6.32471)
C (-0.39399, -2.78672, -7.65027)
C (-0.27849, -2.72561, -5.15820)
O (-0.60164, -2.20892, 0.69086)
N (-0.66969, -1.07245, 1.41644)
H (-1.96758, 5.68859, 6.98510)
H (-0.37239, 6.23581, 6.46157)
H (-1.66263, 6.04239, 5.27745)
H (-1.71968, 3.60002, 5.71205)
H (-0.38835, 3.76254, 6.87578)
H (1.68086, 5.35087, 4.40353)
H (1.56221, 4.88496, 6.11125)
H (2.45518, 2.70373, 5.68657)
H (3.34997, 3.62485, 4.46741)
H (1.71016, 3.06411, 2.75216)
H (1.84219, 1.53601, 3.63817)
H (-0.15039, 1.96754, 4.88807)
H (-1.88264, 2.95280, 3.37631)
H (-0.59622, 3.52459, 2.28974)
H (-1.13090, 0.65520, 2.80639)
H (0.23391, 0.00633, -1.53530)
H (0.87747, -3.51790, -1.40769)
H (-0.88974, -3.76407, -1.35875)
H (0.15702, -5.20569, -2.88982)
H (0.22526, -6.50946, -4.93792)
H (-0.94222, -5.59120, -8.05568)
H (0.13802, -6.73459, -7.25154)
H (0.79959, -5.36293, -8.14716)
H (0.48527, -2.95487, -8.27112)
H (-0.52775, -1.71638, -7.52061)
H (-1.25641, -3.18299, -8.18512)
H (-0.41977, -1.65637, -5.18990)

---

So what do the calculations give for E_tot? Going down the list: -2503.67343; -4788.41240; -1971.59681; -1168.26499 Eh.